(1)
Computed, not measured: a 3-piece molecular cluster, C25H64BBrClN6O9P4S overall at a distorted geometry, with ωB97M-V with the def2-TZVPD basis set.

The calculation puts the HOMO energy at -4.8 eV. The value obtained for the calculated total energy is -185566.1571 eV. For the HOMO-LUMO gap, the calculation gives 0.211 Eh. Its total charge is -1. The calculation puts the lowest unoccupied orbital energy at 0.9631 eV.

The geometry in XYZ format:
```
112
C25H64BBrClN6O9P4S (ωB97M-V with the def2-TZVPD basis set)
C 6.71 -0.55 -0.48
C 5.33 -0.89 -1.03
O 4.50 -1.62 -0.09
P 3.59 -0.66 0.85
O 3.08 -1.49 1.95
C 2.14 -0.02 -0.05
C 0.95 0.34 0.90
C 0.25 1.62 0.42
O -0.15 1.32 -0.94
O 1.13 2.67 0.22
B 0.36 3.91 0.18
Br -0.40 4.50 -1.64
P 1.52 5.39 0.73
S 1.42 5.85 2.66
O -0.78 3.62 1.00
C -0.90 2.22 1.32
C -0.59 2.27 2.83
O -0.43 0.99 3.43
C -1.59 0.54 4.08
C -2.35 1.93 0.85
Cl -3.59 2.57 1.99
C -2.64 0.46 0.47
C -3.08 0.32 -1.01
O 4.54 0.49 1.48
C 4.11 1.86 1.30
C 4.51 2.45 -0.04
H 6.68 0.45 -0.04
H 7.50 -0.54 -1.23
H 6.94 -1.21 0.36
H 5.47 -1.56 -1.88
H 4.78 -0.03 -1.42
H 2.33 0.80 -0.74
H 1.79 -0.86 -0.67
H 1.37 0.53 1.89
H 0.29 -0.52 0.94
H -0.46 0.41 -0.99
H 2.85 4.99 0.43
H 1.27 6.51 -0.10
H -1.30 2.91 3.36
H 0.38 2.77 2.90
H -2.47 0.48 3.44
H -1.83 1.12 4.98
H -1.39 -0.48 4.42
H -2.49 2.52 -0.05
H -3.38 0.00 1.13
H -1.74 -0.14 0.58
H -2.81 1.19 -1.61
H -4.16 0.15 -1.08
H -2.59 -0.54 -1.48
H 4.65 2.44 2.05
H 3.06 2.02 1.53
H 4.07 1.94 -0.90
H 5.59 2.38 -0.16
H 4.22 3.50 -0.11
O 4.93 -0.85 -4.53
P 4.83 -0.99 -6.04
N 4.50 0.66 -6.44
C 3.26 1.30 -6.03
C 5.63 1.53 -6.19
N 3.48 -2.03 -6.10
C 2.25 -1.78 -6.80
C 3.21 -2.82 -4.89
N 5.16 -1.38 -7.76
C 6.46 -2.06 -7.92
C 4.97 -0.46 -8.87
H 3.18 2.28 -6.51
H 3.19 1.44 -4.94
H 2.39 0.74 -6.37
H 6.53 1.14 -6.70
H 5.86 1.62 -5.13
H 5.45 2.53 -6.60
H 1.55 -1.18 -6.21
H 1.75 -2.73 -7.03
H 2.40 -1.30 -7.77
H 2.68 -2.23 -4.13
H 4.13 -3.19 -4.46
H 2.60 -3.69 -5.14
H 7.30 -1.38 -7.78
H 6.54 -2.52 -8.90
H 6.55 -2.87 -7.18
H 5.72 0.33 -8.90
H 3.99 0.00 -8.85
H 5.04 -1.03 -9.80
O -4.39 -1.82 5.20
P -5.87 -1.74 4.88
N -6.24 -0.66 6.19
C -6.04 -1.06 7.57
C -5.71 0.68 5.96
N -6.26 -3.38 5.18
C -7.17 -3.87 6.18
C -5.19 -4.34 4.98
N -7.56 -1.49 4.30
C -7.59 -1.10 2.88
C -8.59 -0.74 5.01
H -6.47 -0.30 8.23
H -4.99 -1.19 7.83
H -6.58 -1.97 7.80
H -6.04 1.06 4.99
H -4.62 0.70 5.98
H -6.08 1.37 6.72
H -6.68 -3.97 7.16
H -7.55 -4.85 5.90
H -8.05 -3.24 6.30
H -4.50 -4.38 5.84
H -4.60 -4.11 4.10
H -5.60 -5.34 4.83
H -7.25 -0.07 2.73
H -8.59 -1.19 2.46
H -6.94 -1.76 2.29
H -8.42 0.34 4.99
H -8.68 -1.06 6.04
H -9.55 -0.95 4.53
```

These are the Mulliken partial charges, in e, on atoms 1 to 6: -1.26, 0.49, -0.42, 0.79, -0.84, -0.62



(2)
Computed, not measured: a 7-piece molecular cluster, C25H65Cl2N5O8 overall at a distorted geometry, with ωB97M-V with the def2-TZVPD basis set.

The structure (SMILES) is COC[C@H](C)N.COC[C@H](C)N.COC[C@H](C)N.COC[C@H](C)N.COC[C@H](C)N.CCOC(=O)OC.ClCCl. The calculation puts the HOMO energy at -9.4 eV. The value obtained for the calculated total energy is -75850.5571 eV. For the HOMO-LUMO gap, the calculation gives 0.360 Eh. Its total charge is 0. The value obtained for the relative energy (zero: lowest compared OMol25 entry of this formula, charge and spin) is 0.0000 eV. The calculation puts the lowest unoccupied orbital energy at 0.3794 eV.

The geometry in XYZ format:
```
105
C25H65Cl2N5O8 (ωB97M-V with the def2-TZVPD basis set)
C 0.97 2.82 1.69
O 0.91 1.49 1.25
C 0.77 1.30 -0.14
C 1.07 -0.17 -0.42
C 2.54 -0.45 -0.15
N 0.85 -0.48 -1.84
H 1.31 2.85 2.72
H -0.01 3.30 1.55
H 1.68 3.38 1.07
H -0.21 1.65 -0.48
H 1.51 1.95 -0.64
H 0.40 -0.72 0.25
H 3.09 0.23 -0.79
H 2.72 -1.50 -0.35
H 2.79 -0.23 0.89
H 0.95 -1.48 -1.99
H -0.15 -0.33 -2.00
C -2.48 0.36 0.94
O -3.79 0.16 0.47
C -4.78 0.90 1.17
C -4.96 0.39 2.59
C -5.27 -1.10 2.60
N -6.09 1.13 3.23
H -1.84 -0.15 0.21
H -2.26 -0.29 1.81
H -2.15 1.36 1.20
H -4.46 1.95 1.21
H -5.67 0.82 0.55
H -4.08 0.52 3.21
H -4.47 -1.63 2.07
H -6.11 -1.37 1.95
H -5.41 -1.45 3.62
H -6.30 0.88 4.19
H -6.90 0.77 2.72
C 0.49 -2.13 3.09
O 0.03 -2.09 4.41
C -0.17 -3.37 4.96
C -1.32 -4.17 4.35
C -2.61 -3.37 4.11
N -1.59 -5.27 5.33
H -0.19 -2.65 2.41
H 1.53 -2.47 3.02
H 0.57 -1.10 2.72
H 0.72 -4.00 4.98
H -0.45 -3.21 6.00
H -1.07 -4.72 3.43
H -3.30 -3.87 3.43
H -2.27 -2.49 3.55
H -3.11 -2.94 4.98
H -2.23 -5.90 4.85
H -2.20 -4.89 6.05
C -1.98 8.73 3.10
O -0.70 9.00 2.59
C 0.03 7.82 2.29
C -0.46 7.10 1.03
C 0.56 6.03 0.60
N -0.66 8.03 -0.13
H -2.57 8.09 2.43
H -2.65 9.60 3.13
H -1.97 8.30 4.10
H 1.07 8.16 2.26
H -0.11 7.14 3.14
H -1.39 6.55 1.21
H 0.14 5.23 -0.01
H 1.09 5.61 1.46
H 1.34 6.51 -0.01
H -0.92 8.91 0.34
H 0.30 8.26 -0.39
C -0.88 -2.11 -4.35
O -1.75 -1.96 -5.44
C -1.87 -3.06 -6.30
C -3.25 -3.10 -6.94
C -4.30 -3.69 -5.98
N -3.22 -3.90 -8.18
H -1.32 -1.58 -3.50
H 0.10 -1.71 -4.59
H -0.85 -3.12 -3.92
H -1.14 -3.06 -7.13
H -1.63 -3.99 -5.77
H -3.51 -2.05 -7.07
H -5.27 -3.67 -6.48
H -4.37 -3.06 -5.08
H -4.04 -4.68 -5.59
H -4.17 -4.13 -8.44
H -2.76 -4.77 -7.90
C 5.29 -3.02 0.84
C 6.68 -2.70 0.34
O 6.72 -1.30 0.04
C 7.50 -0.84 -0.94
O 7.61 0.31 -1.21
O 8.08 -1.84 -1.62
C 8.69 -1.52 -2.86
H 5.28 -4.07 1.14
H 4.51 -2.96 0.08
H 4.96 -2.46 1.72
H 6.91 -3.32 -0.51
H 7.34 -2.96 1.17
H 7.85 -1.35 -3.53
H 9.41 -0.70 -2.80
H 9.25 -2.39 -3.21
Cl 5.15 -0.04 -5.04
C 3.94 -0.41 -3.77
Cl 3.60 -2.15 -3.61
H 4.30 -0.06 -2.81
H 3.02 0.13 -3.94
```

These are the Mulliken partial charges, in e, on atoms 1 to 6: -1.02, -0.12, -1.09, 0.90, -1.25, -0.48



(3)
Computed, not measured: a 3-piece molecular cluster, C25H65N6O3P3 overall at a distorted geometry, with ωB97M-V with the def2-TZVPD basis set.

The structure (SMILES) is CN(C)P(=O)(N(C)C)N(C)C.CN(C)P(=O)(N(C)C)N(C)C.CCCCCCCCCPCCOCC. The calculation puts the HOMO energy at -7.8 eV. The value obtained for the calculated total energy is -69928.6685 eV. For the HOMO-LUMO gap, the calculation gives 0.302 Eh. Its total charge is 0. The value obtained for the relative energy (zero: lowest compared OMol25 entry of this formula, charge and spin) is 0.9981 eV. The calculation puts the lowest unoccupied orbital energy at 0.3751 eV.

The geometry in XYZ format:
```
102
C25H65N6O3P3 (ωB97M-V with the def2-TZVPD basis set)
C 6.55 4.47 0.55
N 5.77 3.69 1.49
C 6.63 3.09 2.50
P 4.39 2.78 1.09
O 3.77 2.46 2.39
N 3.19 3.77 0.37
C 3.51 5.05 -0.23
C 1.92 3.85 1.07
N 4.91 2.15 -0.43
C 3.85 1.68 -1.34
C 5.84 1.01 -0.23
H 7.15 3.85 -0.14
H 7.24 5.10 1.11
H 5.95 5.14 -0.04
H 7.31 2.33 2.09
H 6.04 2.63 3.29
H 7.25 3.86 2.97
H 3.86 5.79 0.50
H 2.62 5.46 -0.72
H 4.25 4.95 -1.03
H 1.95 4.52 1.94
H 1.61 2.86 1.41
H 1.14 4.21 0.39
H 3.18 0.94 -0.87
H 4.32 1.21 -2.20
H 3.25 2.50 -1.70
H 5.38 0.18 0.30
H 6.73 1.33 0.32
H 6.19 0.65 -1.20
C 0.82 -5.51 -3.95
N 0.27 -4.31 -3.35
C 0.33 -3.20 -4.30
P 0.43 -3.87 -1.71
O -0.56 -2.78 -1.52
N -0.21 -5.10 -0.70
C -0.39 -6.46 -1.16
C -1.33 -4.70 0.15
N 2.06 -4.37 -1.45
C 2.45 -4.60 -0.05
C 3.01 -3.37 -2.01
H 1.92 -5.49 -4.06
H 0.40 -5.63 -4.94
H 0.56 -6.41 -3.40
H 1.36 -2.89 -4.53
H -0.21 -2.34 -3.91
H -0.15 -3.49 -5.24
H -1.15 -6.54 -1.96
H -0.72 -7.09 -0.33
H 0.55 -6.90 -1.50
H -2.28 -4.65 -0.40
H -1.15 -3.73 0.61
H -1.44 -5.43 0.96
H 2.25 -3.73 0.59
H 3.52 -4.80 -0.02
H 1.95 -5.46 0.37
H 2.91 -2.39 -1.53
H 2.86 -3.25 -3.08
H 4.03 -3.72 -1.86
C -2.12 -1.49 2.76
C -3.63 -1.23 2.73
C -4.35 -1.95 1.58
C -4.65 -1.06 0.38
C -5.99 -0.32 0.47
C -6.15 0.78 -0.61
C -6.21 2.21 -0.05
C -4.84 2.68 0.49
C -4.81 2.68 2.04
P -3.61 3.75 2.93
C -1.89 3.39 2.33
C -1.71 2.25 1.34
O -1.77 2.79 0.02
C -0.95 2.08 -0.89
C -1.35 0.62 -1.06
H -1.71 -1.36 1.76
H -1.64 -0.72 3.37
H -1.87 -2.47 3.16
H -3.76 -0.15 2.63
H -4.10 -1.49 3.68
H -5.25 -2.45 1.95
H -3.69 -2.75 1.25
H -3.84 -0.36 0.19
H -4.70 -1.71 -0.50
H -6.77 -1.07 0.25
H -6.20 0.05 1.47
H -7.05 0.59 -1.21
H -5.29 0.68 -1.28
H -6.49 2.87 -0.87
H -6.97 2.20 0.73
H -4.54 3.65 0.11
H -4.11 1.93 0.16
H -4.76 1.66 2.42
H -5.79 3.06 2.36
H -3.90 5.03 2.40
H -1.28 3.20 3.21
H -1.49 4.29 1.86
H -2.46 1.46 1.47
H -0.71 1.82 1.46
H 0.10 2.22 -0.60
H -1.09 2.57 -1.86
H -0.87 0.20 -1.94
H -1.12 0.00 -0.19
H -2.42 0.60 -1.26
```

These are the Mulliken partial charges, in e, on atoms 1 to 6: -0.72, 0.07, -1.07, 0.52, -0.83, 0.57



(4)
Computed, not measured: a 11-piece molecular cluster, C25H66F6O13P overall at a distorted geometry, with ωB97M-V with the def2-TZVPD basis set.

The calculation puts the HOMO energy at -6.4 eV. The value obtained for the calculated total energy is -79208.1500 eV. For the HOMO-LUMO gap, the calculation gives 0.329 Eh. Its total charge is -1. The value obtained for the relative energy (zero: lowest compared OMol25 entry of this formula, charge and spin) is 0.0000 eV. The calculation puts the lowest unoccupied orbital energy at 2.5571 eV.

The geometry in XYZ format:
```
111
C25H66F6O13P (ωB97M-V with the def2-TZVPD basis set)
P 13.07 -8.30 15.53
F 13.68 -8.48 14.05
F 14.53 -8.78 16.09
F 13.62 -6.75 15.57
F 12.58 -8.17 17.05
F 11.68 -7.74 15.00
F 12.53 -9.82 15.46
C 13.88 -5.44 21.20
C 13.54 -6.42 20.07
C 13.10 -5.51 18.90
O 12.71 -4.25 19.47
C 13.42 -4.03 20.67
H 14.94 -5.35 21.43
H 13.30 -5.65 22.09
H 12.75 -7.10 20.36
H 14.43 -6.92 19.67
H 12.23 -5.91 18.38
H 13.89 -5.33 18.17
H 12.69 -3.59 21.35
H 14.29 -3.37 20.54
C 11.62 -11.33 19.10
C 10.31 -12.05 19.48
C 10.31 -11.98 21.00
O 10.88 -10.70 21.27
C 12.03 -10.65 20.43
H 11.53 -10.65 18.27
H 12.35 -12.10 18.85
H 10.21 -13.08 19.12
H 9.46 -11.54 19.02
H 11.00 -12.72 21.42
H 9.33 -12.08 21.46
H 12.91 -11.15 20.86
H 12.26 -9.59 20.31
C 17.50 -7.48 17.39
O 16.92 -7.22 16.16
H 18.57 -7.29 17.39
H 17.10 -6.80 18.16
H 17.28 -8.48 17.80
H 16.03 -7.59 16.19
C 14.92 -5.18 12.74
O 15.38 -6.17 13.59
H 15.22 -4.17 13.07
H 15.34 -5.30 11.74
H 13.82 -5.20 12.67
H 14.67 -6.48 14.18
C 12.30 -9.89 11.08
O 11.98 -11.30 11.13
H 13.30 -9.63 11.42
H 12.13 -9.50 10.08
H 11.61 -9.42 11.80
H 11.03 -11.30 11.24
C 14.59 -12.48 16.34
O 14.06 -11.53 17.21
H 14.07 -13.45 16.47
H 14.54 -12.23 15.28
H 15.64 -12.68 16.59
H 13.55 -10.87 16.73
C 10.48 -6.08 12.93
O 10.40 -5.39 11.66
H 10.42 -7.16 12.80
H 11.45 -5.87 13.38
H 9.67 -5.72 13.55
H 11.25 -5.39 11.24
C 10.23 -12.11 14.27
O 9.03 -11.85 14.96
C 8.77 -10.49 15.15
C 7.44 -10.35 15.80
O 6.50 -11.17 15.17
C 5.23 -11.08 15.75
H 10.30 -13.15 13.96
H 11.05 -11.93 14.98
H 10.38 -11.45 13.42
H 8.88 -9.91 14.22
H 9.53 -10.05 15.83
H 7.11 -9.30 15.84
H 7.56 -10.71 16.84
H 5.24 -11.30 16.83
H 4.61 -11.85 15.29
H 4.79 -10.09 15.59
C 16.61 -9.38 13.12
O 17.67 -8.59 13.57
C 18.68 -9.31 14.20
C 19.90 -8.43 14.33
O 19.52 -7.23 15.03
C 20.61 -6.64 15.67
H 16.02 -9.79 13.95
H 16.95 -10.20 12.47
H 15.95 -8.76 12.51
H 18.97 -10.18 13.59
H 18.39 -9.67 15.20
H 20.27 -8.14 13.34
H 20.66 -8.98 14.91
H 20.24 -5.71 16.10
H 21.48 -6.50 15.02
H 20.90 -7.22 16.56
C 18.38 -3.51 14.88
O 17.39 -4.44 15.22
C 16.24 -3.83 15.69
C 16.33 -3.38 17.14
O 16.91 -4.43 17.89
C 17.11 -4.13 19.24
H 19.24 -4.07 14.51
H 18.68 -2.91 15.75
H 17.99 -2.83 14.11
H 15.39 -4.50 15.55
H 16.00 -2.94 15.09
H 15.33 -3.19 17.56
H 16.89 -2.43 17.19
H 18.03 -4.59 19.58
H 16.26 -4.45 19.86
H 17.21 -3.04 19.39
```

These are the Mulliken partial charges, in e, on atoms 1 to 6: 1.87, -0.62, -0.56, -0.50, -0.51, -0.45